1.
60
Properties=species:S:1:pos:R:3:forces:R:3:nbo_charge:R:1 method="wB97M-V/def2-TZVPD" total_energy_ha=-2855.9165 total_charge=+1 gap_ev="7.14 / 6.99" e_lumo_ev="-3.28 / -3.37" e_above_lowest_ev=1.6824 spin_multiplicity=2
Ru -0.095816 -0.391807 -0.371093 2.32 -3.02 0.19 0.94
C -3.938972 -0.344115 3.580786 0.20 -0.08 0.13 -0.75
S -2.395637 -1.281530 3.785852 -0.06 -0.06 -0.11 0.31
C -1.337876 -0.555286 2.600003 0.55 -0.14 -0.09 -0.04
S 0.050380 -1.488583 2.131702 -0.54 0.74 -1.19 -0.18
N -1.613919 0.616539 2.138185 -1.23 0.16 0.81 -0.42
N -0.881349 1.070254 1.118770 0.27 0.72 -1.52 -0.22
C -1.121233 2.282568 0.752602 -0.33 -0.75 1.09 0.08
C -0.406507 2.863131 -0.342066 0.58 0.61 -1.03 0.13
C -0.573739 4.211314 -0.681164 -0.15 -0.41 0.32 -0.20
C 0.153615 4.735555 -1.727165 0.22 -0.02 -0.19 -0.15
C 1.047017 3.910549 -2.398765 -0.10 0.13 0.11 -0.24
C 1.145391 2.586646 -2.004872 0.13 0.03 -0.06 0.07
N 0.435852 2.061320 -1.015619 -0.56 0.13 0.17 -0.43
H -4.241755 0.052618 4.545690 -0.01 0.06 -0.02 0.23
H -4.702774 -1.016583 3.198066 0.01 0.01 -0.01 0.22
H -3.743280 0.460371 2.879241 -0.07 0.05 0.03 0.26
H -1.870716 2.853131 1.290751 0.09 0.09 0.10 0.21
H -1.269493 4.814037 -0.113388 0.00 0.04 -0.02 0.23
H 0.043400 5.771778 -2.015510 -0.02 0.02 0.02 0.24
H 1.656158 4.286034 -3.207940 0.00 -0.02 -0.03 0.23
H 1.842022 1.928183 -2.510728 -0.04 -0.04 -0.03 0.19
S 5.702380 -1.384537 -5.044979 -0.27 0.07 0.18 0.97
N 4.125633 -1.328748 -5.377963 -0.06 -0.03 -0.31 -0.59
C 3.489639 -1.065065 -4.252578 0.53 -0.06 0.33 0.12
C 2.065927 -0.922606 -4.087191 -0.38 0.12 0.38 -0.10
C 1.153358 -1.039258 -5.138524 -0.08 0.02 0.02 -0.10
C -0.189161 -0.875482 -4.884521 0.19 -0.03 -0.02 -0.23
C -0.595562 -0.597942 -3.580485 -0.26 0.11 -0.07 0.10
N 0.259559 -0.473895 -2.587718 -0.03 0.29 1.28 -0.40
C 1.581155 -0.640930 -2.797747 -0.29 -0.20 -0.81 0.26
C 2.474432 -0.506204 -1.662577 0.72 -0.02 0.34 0.14
N 1.937243 -0.240580 -0.449529 0.49 -0.15 0.12 -0.37
C 2.741460 -0.049672 0.587074 0.06 0.14 0.18 0.09
C 4.125306 -0.150232 0.500153 0.13 -0.01 -0.21 -0.23
C 4.695084 -0.467047 -0.712433 -0.06 0.01 0.10 -0.12
C 3.865033 -0.635282 -1.820133 -0.39 0.13 0.22 -0.01
C 4.370026 -0.925036 -3.138190 -0.15 -0.05 -0.57 0.09
N 5.639641 -1.075504 -3.464248 0.26 -0.04 0.12 -0.59
H 1.523979 -1.255168 -6.131450 -0.01 0.00 -0.02 0.25
H -0.923131 -0.955662 -5.672501 -0.03 -0.01 0.01 0.24
H -1.642288 -0.463772 -3.338720 0.03 -0.01 0.09 0.23
H 2.266519 0.194756 1.527781 -0.10 -0.10 -0.05 0.24
H 4.730540 0.021200 1.377697 -0.02 -0.03 0.04 0.24
H 5.762954 -0.582736 -0.836901 0.03 0.03 0.03 0.25
C 1.159815 -3.287345 -0.320436 0.51 0.20 0.19 -0.24
O 0.186490 -2.426540 -0.797012 -1.32 1.64 -0.19 -0.73
H 2.074662 -3.257899 -0.938627 0.01 -0.03 0.12 0.15
H 0.777334 -4.316324 -0.364154 0.02 0.06 -0.04 0.18
H 1.450615 -3.095600 0.724291 0.07 -0.06 -0.12 0.16
N -2.248646 -4.194250 1.178383 0.65 -0.15 0.15 -0.77
C -3.374627 -3.816631 0.586546 0.16 0.68 -0.30 0.67
N -4.443215 -4.624052 0.620687 -0.01 -0.15 0.10 -0.77
N -3.522295 -2.662603 -0.040125 -0.63 -0.52 -0.05 -0.64
C -2.679250 -1.735309 -0.261760 0.11 0.77 -0.23 0.65
N -2.080398 -0.770776 -0.557131 -0.76 -1.04 0.32 -0.55
H -2.186912 -5.058173 1.688458 -0.05 0.01 -0.01 0.41
H -1.412845 -3.610831 1.158366 -0.32 0.08 0.00 0.45
H -4.393633 -5.545922 1.013258 -0.01 0.00 0.00 0.41
H -5.262267 -4.359954 0.103648 0.01 0.07 0.01 0.43

---

2.
52
Properties=species:S:1:pos:R:3:forces:R:3:nbo_charge:R:1 method="wB97M-V/def2-TZVPD" total_energy_ha=-1299.7703 total_charge=+1 gap_ev=10.88 e_lumo_ev=-2.68 e_above_lowest_ev=3.7726 spin_multiplicity=1
O 0.943830 -0.895321 -0.694912 0.33 0.96 -1.33 -0.98
H -0.016557 2.400347 3.738314 1.00 1.78 0.66 0.44
H -0.345100 3.870466 3.909318 -0.07 -0.06 0.16 0.48
O -0.193318 3.071905 4.431218 0.52 -0.24 -0.40 -0.91
H -3.601801 -0.133153 -3.813285 0.57 -0.08 0.01 0.48
H -4.441148 -1.960372 0.108717 -0.38 0.21 -0.91 0.49
O 2.067088 0.309106 2.188525 -1.15 0.34 0.28 -0.94
H 2.119443 0.344088 3.149816 0.07 -0.02 0.00 0.49
H 2.921277 0.061975 1.877435 0.78 -0.49 -0.23 0.46
O 2.265653 -3.238699 -1.472441 0.53 -1.62 1.32 -0.96
H 1.763735 -3.934997 -0.987497 -0.37 0.85 -0.52 0.48
H -2.942188 2.283384 -0.641470 0.30 0.05 -0.79 0.50
O -2.399449 2.178697 0.141720 -0.94 -0.14 0.33 -0.94
H 0.155981 -3.550664 -2.778883 -0.60 0.68 0.01 0.47
O -1.054774 -0.649414 1.183776 -0.95 -0.41 -0.16 -1.00
H -1.952602 -0.956758 0.952493 0.63 -0.18 -0.06 0.50
H 1.767944 -1.036876 -5.035825 -0.77 0.15 0.35 0.47
O 0.372857 4.282005 0.102897 0.55 -0.25 0.01 -0.95
H 4.410635 1.065873 1.823747 0.46 0.40 0.70 0.44
H -1.645644 -3.315352 -0.560811 -0.02 0.30 0.14 0.49
O -1.285648 1.441782 2.777007 0.19 1.19 -0.48 -1.01
H 1.148000 -0.597801 -1.609127 -0.47 -0.35 0.38 0.49
H 0.038569 -0.663936 5.329175 0.31 0.34 -0.75 0.48
O -3.074694 -0.109046 -3.004873 -0.51 0.19 0.57 -0.97
H -3.872977 -2.533993 -1.327621 -0.75 0.85 -0.29 0.50
H -2.155156 -0.318631 -3.177281 -0.06 -0.18 -0.50 0.48
O 1.746896 -1.237335 -4.081637 0.80 0.17 -1.01 -0.94
H 1.301578 4.500144 0.295668 -0.66 0.10 -0.06 0.48
H 2.674133 -1.506058 -4.033475 0.01 -0.22 0.75 0.47
O 1.468996 2.617600 -4.266296 0.09 0.83 0.23 -0.94
H 0.036134 1.282723 1.234509 0.80 0.42 -0.53 0.57
H -3.100012 2.042251 0.799958 0.69 0.03 0.39 0.50
O -1.248223 -3.429487 0.313544 0.29 -0.87 -0.27 -0.97
H 1.644888 1.883081 -3.684414 -0.03 -0.49 -0.12 0.47
H -1.409466 -4.376310 0.474335 0.09 0.55 0.21 0.48
O 0.125309 1.555469 0.253398 -1.53 -1.46 1.15 -0.81
H 1.680265 -1.503469 -0.579186 0.08 -0.51 0.34 0.51
H 0.241128 0.657014 -0.177154 0.67 0.02 0.43 0.55
O -0.424139 0.071879 4.883085 -0.19 -1.14 1.72 -0.96
H -0.171213 4.986886 0.452721 0.08 0.33 0.09 0.48
H -0.493704 -1.425436 1.036906 -0.27 -0.01 0.00 0.52
O -0.687144 -3.215734 -3.153438 0.92 -0.53 0.64 -0.95
H -0.894488 1.643579 0.187969 0.15 1.01 -0.63 0.55
H -0.861135 1.490407 3.672163 -2.07 -1.86 -1.13 0.50
O -3.872350 -2.558410 -0.375567 0.96 -0.88 1.04 -0.98
H -1.110292 0.172332 5.571888 0.02 0.58 -0.62 0.49
H 3.140398 -3.576529 -1.185524 -0.06 0.68 -0.65 0.48
O 5.209381 1.600999 1.683728 -1.00 -0.58 -1.21 -0.90
H 5.103315 1.678293 0.713778 0.70 0.41 0.49 0.46
H -1.581073 0.579656 2.459182 0.73 -0.42 0.96 0.51
H 1.133696 2.300479 -5.101748 -0.06 -0.38 -0.13 0.47
H -0.646838 -3.648639 -4.004520 -0.41 -0.03 -0.59 0.47

---

3.
12
Properties=species:S:1:pos:R:3:forces:R:3:nbo_charge:R:1 method="wB97M-V/def2-TZVPD" total_energy_ha=-343.5976 total_charge=0 gap_ev=10.73 e_lumo_ev=0.78 e_above_lowest_ev=1.5489 spin_multiplicity=1
C 1.999062 -0.371864 -0.019120 0.40 -0.05 0.01 -0.27
O 0.681958 -0.606823 0.491123 0.27 -0.21 0.07 -0.47
C -0.241016 0.200113 0.038500 0.87 0.61 -0.13 0.79
O -0.004756 1.178542 -0.669512 0.13 -0.81 0.77 -0.62
C -1.654164 -0.166482 0.369284 -0.10 0.21 0.04 -0.17
O -2.322226 0.450708 -0.655104 0.42 3.46 -1.56 -0.74
H 1.995344 -0.437845 -1.109380 -0.03 0.03 0.15 0.20
H 2.370880 0.608951 0.281748 -0.09 -0.11 0.00 0.20
H 2.603810 -1.165849 0.408862 0.08 0.08 -0.04 0.20
H -1.840704 -1.242584 0.409707 0.30 -0.01 -0.28 0.20
H -1.975042 0.225704 1.337260 0.33 0.11 0.39 0.18
H -1.613146 1.327426 -0.883369 -2.59 -3.31 0.58 0.49

---

4.
28
Properties=species:S:1:pos:R:3:forces:R:3:nbo_charge:R:1 method="wB97M-V/def2-TZVPD" total_energy_ha=-516.4179 total_charge=+1 gap_ev=8.33 e_lumo_ev=-5.03 e_above_lowest_ev=5.6564 spin_multiplicity=1
C -4.244050 0.731592 0.336994 2.50 -3.18 -0.57 0.21
C -3.339686 -1.102727 -0.185048 -0.45 5.23 1.00 0.16
C 2.802911 -0.271144 0.485047 2.85 1.20 1.35 -0.48
C 2.189478 -1.621955 0.437423 -1.28 -2.83 0.59 -0.35
C 2.356570 0.538462 -0.698277 -0.54 3.15 -1.16 -0.36
C 0.571629 -1.439963 0.343199 0.03 -1.85 -0.50 -0.53
C 0.755476 0.765364 -0.787730 -1.39 2.74 -1.28 -0.35
C 0.443861 -0.581201 -0.794644 -0.30 -1.92 -1.02 0.36
C 0.279723 1.683863 0.325997 0.69 0.88 1.76 -0.59
N -4.538305 -0.534538 0.056217 -0.43 1.09 0.42 -0.43
N -2.904886 0.919669 0.321464 0.60 0.82 -1.00 -0.36
N -2.341585 -0.243560 -0.087919 1.46 -0.15 -0.02 -0.34
H -4.808732 1.459628 0.712026 -2.77 2.64 1.04 0.20
H -3.250161 -2.008872 -0.569866 0.61 -4.00 -1.25 0.20
H 2.593650 0.217128 1.481897 0.24 -0.22 -1.18 0.24
H 3.986478 -0.274747 0.375101 -2.34 -0.36 0.45 0.28
H 2.457501 -2.045784 -0.535796 0.24 -0.54 0.34 0.21
H 2.276722 -2.481095 1.303092 0.41 2.59 -2.09 0.28
H 2.599299 1.687842 -0.733301 0.19 -2.24 0.48 0.29
H 2.619098 0.205309 -1.699820 0.67 -0.56 0.27 0.24
H 0.140309 -2.512338 0.164815 0.57 2.23 0.62 0.28
H 0.257823 -0.888430 1.214353 -0.37 -0.48 0.52 0.25
H 0.449545 1.184667 -1.821436 0.99 -0.31 1.60 0.26
H 0.421982 -0.984968 -1.831798 -0.17 -0.25 0.92 0.23
H 0.725633 2.764760 0.218632 -0.92 -2.13 0.07 0.25
H 0.670419 1.269340 1.347398 -1.02 0.96 -1.72 0.23
H -0.848190 1.722896 0.331241 2.11 0.01 0.14 0.19
H -2.322510 1.840805 0.290737 -2.15 -2.48 0.23 0.42

---

5.
60
Properties=species:S:1:pos:R:3:forces:R:3:nbo_charge:R:1 method="wB97M-V/def2-TZVPD" total_energy_ha=-11541.2718 total_charge=+2 gap_ev="4.64 / 4.64" e_lumo_ev="-8.26 / -8.26" spin_multiplicity=1
Ru -0.182691 0.162557 -0.052977 0.17 0.30 -0.79 0.76
C 1.026963 0.513952 -3.046441 0.18 0.18 0.05 -0.64
C 1.511238 1.601457 -2.129755 -0.06 -0.23 0.11 0.25
C 2.177898 2.717855 -2.619065 0.02 0.02 -0.13 -0.22
C 2.606962 3.698301 -1.749997 0.08 0.06 0.08 -0.11
C 2.425202 3.515128 -0.380031 -0.02 -0.06 -0.14 -0.25
C 1.793130 2.368242 0.060841 0.29 0.02 -0.23 -0.10
N 1.324906 1.445593 -0.810626 -0.58 0.76 0.93 -0.49
Sb 1.872137 1.894898 2.153214 0.19 -0.08 0.01 1.17
C -0.202467 1.745246 2.579766 -0.44 -0.27 -0.30 -0.11
C -0.631816 2.351351 3.741106 -0.09 -0.05 -0.06 -0.26
C -1.963000 2.220090 4.118548 -0.05 0.09 0.14 -0.11
C -2.806706 1.501318 3.308767 -0.06 -0.05 0.04 -0.23
C -2.341411 0.921669 2.129176 0.24 -0.15 -0.26 0.26
C -3.311690 0.191265 1.252208 -0.06 0.15 0.12 -0.67
N -1.041298 1.026867 1.776450 0.77 -0.03 -0.29 -0.45
C 2.134752 -0.209129 1.773913 0.17 -0.24 -0.13 -0.10
C 3.113502 -0.787050 2.563670 -0.13 -0.03 -0.06 -0.26
C 3.493699 -2.104926 2.332136 0.06 0.04 0.10 -0.12
C 2.947507 -2.748843 1.250530 0.02 -0.08 -0.08 -0.23
C 1.994755 -2.116747 0.451297 -0.15 0.16 -0.04 0.27
C 1.538611 -2.828405 -0.788772 0.12 -0.08 0.18 -0.65
N 1.530146 -0.886117 0.754501 -0.02 -0.02 0.61 -0.50
H 0.604283 0.928812 -3.961504 -0.03 -0.03 0.05 0.26
H 0.265247 -0.104835 -2.566874 -0.09 -0.09 0.02 0.19
H 1.862478 -0.132069 -3.328430 -0.06 -0.01 0.03 0.26
H 2.344058 2.806961 -3.685965 -0.04 0.02 0.06 0.25
H 3.107342 4.582869 -2.125221 -0.05 -0.03 0.01 0.25
H 2.774852 4.252645 0.330806 0.05 -0.01 -0.03 0.25
H 0.062788 2.913188 4.350958 0.01 0.01 0.00 0.25
H -2.327702 2.677215 5.029620 0.01 -0.02 -0.01 0.25
H -3.846334 1.362233 3.577715 0.03 0.04 -0.06 0.25
H -3.965305 -0.442313 1.855390 0.03 0.05 0.00 0.24
H -2.801260 -0.414594 0.519600 -0.02 -0.05 -0.04 0.23
H -3.944072 0.907661 0.720006 0.02 -0.01 0.05 0.25
H 3.578055 -0.211140 3.353917 0.00 -0.03 0.00 0.24
H 4.230440 -2.591842 2.959469 -0.03 0.02 -0.03 0.25
H 3.259795 -3.750607 0.983827 0.00 0.04 0.00 0.24
H 2.394898 -3.328873 -1.244197 -0.03 0.02 0.03 0.25
H 1.113493 -2.150858 -1.517930 -0.01 0.06 -0.08 0.22
H 0.799216 -3.597912 -0.555015 -0.02 0.07 -0.03 0.24
Se -1.610405 -1.832720 -1.257497 -0.43 -0.13 0.53 -0.33
Se -2.873440 -3.452847 -0.393493 0.02 -0.37 -0.60 0.27
Se -2.147535 -4.024452 1.680108 -0.44 0.00 0.21 0.37
Se -0.912232 -2.437921 2.423095 0.53 0.18 0.10 -0.09
N -3.977161 4.727501 -4.116732 0.08 0.03 0.06 -0.75
C -2.844750 4.898763 -3.417782 -0.08 -0.26 0.07 0.05
S -1.880861 6.212510 -3.522379 0.07 0.07 0.01 -0.05
C -2.445719 3.740957 -2.543789 -0.11 0.18 -0.28 -0.03
C -2.670382 2.423456 -2.913794 -0.07 -0.14 -0.05 -0.24
C -2.178582 1.396869 -2.125298 0.00 0.14 0.07 0.06
N -1.487301 1.605442 -0.995593 -0.03 -0.07 -0.24 -0.45
C -1.325981 2.889126 -0.618258 -0.08 -0.12 0.07 0.02
C -1.774735 3.961295 -1.349977 -0.04 0.14 0.13 -0.15
H -4.291086 5.477959 -4.711531 0.01 0.00 -0.03 0.43
H -4.602172 3.956110 -3.958697 -0.02 0.01 0.05 0.40
H -3.193393 2.172515 -3.829112 0.06 0.00 0.04 0.24
H -2.346290 0.371620 -2.415666 0.03 -0.07 -0.03 0.22
H -0.804707 3.058869 0.309815 0.07 -0.03 0.07 0.21
H -1.602788 4.971766 -1.004095 0.05 -0.03 -0.03 0.26

---

6.
49
Properties=species:S:1:pos:R:3:forces:R:3:nbo_charge:R:1 method="wB97M-V/def2-TZVPD" total_energy_ha=-11424.4820 total_charge=0 gap_ev="6.85 / 4.48" e_lumo_ev="-0.81 / -2.75" spin_multiplicity=1
Al -0.637651 0.688379 -1.156542 1.34 0.31 0.24 1.57
N -0.705508 2.348965 2.471758 0.00 0.21 0.02 -0.51
C -0.631420 1.082312 3.029557 0.07 -0.30 -0.13 0.11
C -0.606943 0.637633 4.342560 -0.03 0.06 0.10 -0.23
C -0.537539 -0.729469 4.533054 -0.01 0.08 0.07 -0.20
C -0.488491 -1.621568 3.455491 -0.01 -0.04 -0.14 -0.20
C -0.503733 -1.177596 2.147913 0.01 0.00 -0.03 -0.21
C -0.569401 0.194248 1.948791 -0.12 0.16 0.12 0.18
N -0.629056 0.933585 0.777784 -0.20 0.75 0.07 -0.67
C -0.759098 2.204388 1.140476 0.27 -0.82 0.16 0.53
C -0.866471 3.214666 0.115519 0.02 0.49 -0.25 0.08
C -1.048025 4.555206 0.193501 0.12 -0.05 0.02 -0.39
S -1.148721 5.218709 -1.377722 -0.05 -0.11 0.10 0.56
C -0.997595 3.666523 -2.053131 0.36 -0.14 0.02 -0.08
N -0.801093 2.718532 -1.172841 -0.20 0.05 0.27 -0.58
H -0.890617 3.205091 2.964180 -0.03 0.00 0.03 0.43
H -0.657036 1.324589 5.176508 0.00 -0.01 0.01 0.22
H -0.535214 -1.122247 5.540866 0.01 0.02 0.01 0.22
H -0.453000 -2.684798 3.653673 0.02 0.01 -0.01 0.22
H -0.484286 -1.856687 1.306323 0.02 0.04 0.10 0.25
H -1.173116 5.160592 1.075215 0.02 0.02 -0.03 0.26
H -1.028732 3.496293 -3.117544 0.10 -0.04 0.01 0.27
C 3.571156 -0.567209 -1.931552 -0.17 -0.08 -0.11 -0.60
C 2.049150 -0.716294 -2.020045 -0.08 -0.72 -0.02 -0.17
C 1.634767 -0.916054 -3.491122 0.12 -0.07 0.29 -0.59
C 1.323700 0.380865 -1.368074 -0.93 1.42 0.04 -0.67
C 1.515480 -1.845458 -1.113680 0.44 -0.53 -0.43 0.02
C 0.227986 -2.356952 -1.325081 0.27 -0.08 -0.02 -0.19
C -0.261821 -3.400436 -0.560656 0.03 -0.04 0.02 -0.22
C 0.528635 -3.959217 0.433958 0.10 -0.12 0.06 -0.24
C 1.803468 -3.454941 0.662330 -0.25 -0.11 0.11 -0.20
C 2.288809 -2.397923 -0.088064 -0.17 0.02 -0.16 -0.23
H 3.898101 0.251321 -2.573254 -0.03 0.03 0.00 0.21
H 4.063800 -1.479066 -2.268535 0.09 -0.04 -0.01 0.21
H 3.900596 -0.347431 -0.916139 -0.01 0.03 -0.02 0.20
H 2.104176 -0.148978 -4.107897 -0.02 0.03 0.01 0.21
H 0.555924 -0.835251 -3.623907 0.01 -0.02 -0.03 0.21
H 1.961478 -1.894267 -3.843045 0.00 -0.06 -0.10 0.21
H 1.968283 0.954176 -0.690611 -0.25 0.05 0.05 0.19
H -0.390572 -1.966538 -2.121346 0.00 -0.02 -0.05 0.22
H -1.259576 -3.774015 -0.748957 -0.02 -0.02 0.01 0.23
H 0.152082 -4.779873 1.029964 0.01 -0.04 0.00 0.22
H 2.427918 -3.890374 1.431241 -0.01 -0.01 0.05 0.21
H 3.284525 -2.034223 0.118668 0.01 0.03 -0.07 0.22
Se -3.838070 2.112783 1.251050 -0.42 -0.07 -0.70 -0.73
Sb -4.374536 1.653870 -1.102121 0.38 -1.24 0.95 1.00
Se -3.967822 3.641608 -2.460361 -0.58 0.10 -0.36 -0.39
Se -6.452623 0.438681 -1.540013 0.59 0.64 -0.13 -0.43
Se -2.562273 -0.126130 -2.028121 -0.83 0.24 -0.10 -0.72